1.
Formula: C36H30Cl3N3O3PPdS5Sb
Source: OMol25
Level of theory: ωB97M-V/def2-TZVPD

```
! RIJCOSX wB97M-V def2-TZVPD def2/J DEFGRID3
* xyz -2 1
Pd 0.13 -2.34 -1.12
O -1.91 -4.48 -4.40
C -1.33 -3.81 -3.53
O -0.63 -4.17 -2.55
C -1.52 -2.25 -3.59
P -2.51 -1.80 -2.15
C -4.01 -0.91 -2.67
C -4.17 -0.34 -3.93
C -5.29 0.41 -4.23
C -6.27 0.62 -3.27
C -6.11 0.08 -2.00
C -4.99 -0.67 -1.70
C -3.27 -3.26 -1.33
C -4.50 -3.73 -1.80
C -5.12 -4.82 -1.21
C -4.52 -5.46 -0.14
C -3.30 -5.02 0.33
C -2.68 -3.93 -0.26
H -2.00 -1.94 -4.52
H -0.55 -1.78 -3.47
H -3.40 -0.48 -4.68
H -5.41 0.84 -5.22
H -7.16 1.20 -3.51
H -6.86 0.26 -1.24
H -4.86 -1.09 -0.71
H -4.97 -3.25 -2.65
H -6.06 -5.18 -1.60
H -5.00 -6.32 0.32
H -2.80 -5.52 1.15
H -1.71 -3.63 0.10
S 5.58 -4.08 -0.51
Sb 4.19 -2.21 -0.41
S 1.21 -3.70 0.68
S 2.08 -3.65 -1.12
S 4.77 -0.95 -2.29
Cl 6.65 -1.31 1.72
C 5.49 -0.04 1.73
C 4.72 0.20 2.86
C 3.77 1.20 2.83
C 3.56 1.98 1.70
C 2.41 2.97 1.70
C 1.09 2.23 1.47
N 1.13 1.38 0.31
C 0.90 1.77 -0.99
C 1.17 0.68 -1.76
N 1.55 -0.37 -0.96
C 1.49 0.07 0.27
O 2.22 3.64 2.94
C 3.03 4.78 3.21
C 4.52 4.62 3.10
C 5.31 4.12 4.09
Cl 4.82 3.65 5.66
S 6.96 3.98 3.61
C 6.59 4.61 2.05
C 5.28 4.90 1.93
C 4.35 1.72 0.59
Cl 4.16 2.65 -0.87
C 5.31 0.72 0.58
H 4.87 -0.40 3.75
H 3.16 1.40 3.71
H 2.55 3.70 0.90
H 0.28 2.96 1.35
H 0.88 1.62 2.35
H 0.58 2.76 -1.25
H 1.17 0.59 -2.83
H 1.77 -0.49 1.15
H 2.77 5.05 4.24
H 2.72 5.59 2.54
H 7.37 4.69 1.31
H 4.84 5.29 1.02
H 5.90 0.52 -0.30
N -1.58 -0.91 -1.19
C -2.07 -0.31 -0.02
C -1.80 -0.83 1.26
C -2.29 -0.21 2.40
C -3.04 0.96 2.30
C -3.28 1.51 1.05
C -2.79 0.89 -0.09
H -1.19 -1.72 1.33
H -2.09 -0.64 3.37
H -3.42 1.43 3.20
H -3.84 2.43 0.96
H -2.97 1.33 -1.07
*
```

Summary:
Energy above the lowest of the compared OMol25 structures with the same formula, charge and spin, kcal per mole: 12.1
HOMO level (alpha / beta), eV: -0.806 / -0.805
Energy, Ha: -5860.9553
E_LUMO (alpha / beta), Eh: 0.12118 / 0.12118

***

2.
Formula: C36H30N6O12
Source: OMol25
Level of theory: ωB97M-V/def2-TZVPD

```
! RIJCOSX wB97M-V def2-TZVPD def2/J DEFGRID3
* xyz 0 1
O 2.92 0.56 1.20
N 3.47 -0.38 0.67
O 3.03 -0.99 -0.29
C 4.77 -0.79 1.20
C 5.26 -0.28 2.38
C 6.51 -0.63 2.86
C 7.25 -1.56 2.14
C 6.73 -2.17 0.98
C 5.51 -1.71 0.48
H 4.70 0.39 3.02
H 6.92 -0.31 3.81
H 8.28 -1.76 2.39
H 7.30 -2.94 0.50
H 5.22 -2.07 -0.50
O 4.28 0.04 -6.07
N 3.80 -0.14 -4.97
O 4.39 -0.65 -4.05
C 2.41 0.27 -4.75
C 1.56 0.60 -5.80
C 0.25 0.92 -5.52
C -0.17 1.03 -4.20
C 0.70 0.79 -3.14
C 1.99 0.37 -3.43
H 1.94 0.50 -6.81
H -0.38 1.26 -6.32
H -1.13 1.47 -3.94
H 0.34 0.99 -2.14
H 2.72 0.18 -2.66
O -6.69 2.60 -1.51
N -6.65 2.24 -0.35
O -5.71 1.65 0.14
C -7.83 2.49 0.47
C -8.74 3.43 0.05
C -9.81 3.72 0.88
C -10.05 3.02 2.07
C -9.18 1.99 2.41
C -8.04 1.77 1.63
H -8.66 3.91 -0.92
H -10.57 4.44 0.59
H -10.96 3.26 2.60
H -9.42 1.30 3.21
H -7.30 1.08 2.03
O -0.36 -1.77 1.77
N -1.43 -1.51 1.28
O -2.38 -2.25 1.25
C -1.52 -0.21 0.58
C -0.57 0.76 0.82
C -0.69 2.02 0.27
C -1.78 2.31 -0.56
C -2.72 1.33 -0.81
C -2.58 0.05 -0.28
H 0.32 0.60 1.41
H 0.08 2.75 0.49
H -1.95 3.30 -0.98
H -3.61 1.51 -1.40
H -3.32 -0.73 -0.39
O 2.03 4.95 1.29
N 2.87 4.08 1.07
O 2.69 3.12 0.35
C 4.13 4.15 1.82
C 4.29 5.10 2.80
C 5.46 5.14 3.54
C 6.48 4.23 3.27
C 6.31 3.28 2.28
C 5.16 3.26 1.51
H 3.55 5.86 3.03
H 5.62 5.96 4.23
H 7.41 4.26 3.82
H 7.05 2.53 2.07
H 5.05 2.64 0.63
O -1.59 -9.28 -2.28
N -0.86 -8.53 -1.67
O 0.34 -8.57 -1.72
C -1.49 -7.52 -0.84
C -0.74 -6.49 -0.31
C -1.38 -5.49 0.41
C -2.74 -5.52 0.62
C -3.49 -6.60 0.13
C -2.86 -7.61 -0.58
H 0.33 -6.51 -0.47
H -0.81 -4.64 0.77
H -3.24 -4.71 1.14
H -4.54 -6.77 0.30
H -3.53 -8.36 -0.97
*
```

Summary:
Energy above the lowest of the compared OMol25 structures with the same formula, charge and spin, kcal per mole: 11.2
SMILES: O=[N+]([O-])c1ccccc1.O=[N+]([O-])c1ccccc1.O=[N+]([O-])c1ccccc1.O=[N+]([O-])c1ccccc1.O=[N+]([O-])c1ccccc1.O=[N+]([O-])c1ccccc1
HOMO level, eV: -9.662
Energy, Ha: -2620.6788
E_LUMO, Eh: -0.02585

***

3.
Formula: C36H30N6O2RuS
Source: OMol25
Level of theory: ωB97M-V/def2-TZVPD

```
! RIJCOSX wB97M-V def2-TZVPD def2/J DEFGRID3
* xyz -1 6
Ru 0.01 -0.64 -0.36
C -2.49 1.22 3.63
C -1.54 2.20 2.97
C -2.28 3.45 2.60
C -1.94 4.18 1.55
C -0.79 3.81 0.72
C -0.15 2.65 0.83
C 1.13 2.39 0.08
C -0.61 1.61 1.83
N -0.97 -0.89 1.28
C -0.44 -1.52 2.42
O -0.97 -1.55 3.51
C 0.87 -2.17 2.09
C 1.58 -2.78 3.08
C 2.94 -3.10 2.82
C 3.44 -2.86 1.58
C 2.61 -2.34 0.54
N 1.33 -1.91 0.84
C 3.12 -2.37 -0.79
O 4.26 -2.68 -1.11
N 2.15 -2.16 -1.83
C 0.77 -1.80 -3.28
C 1.14 -0.89 -4.41
C 2.40 -0.10 -4.27
C 0.40 -0.88 -5.55
C -0.79 -1.63 -5.67
C -1.23 -2.42 -4.59
C -0.53 -2.51 -3.42
C -0.95 -3.41 -2.31
H -2.94 1.71 4.50
H -1.99 0.32 3.96
H -3.29 0.94 2.94
H -3.13 3.72 3.21
H -2.50 5.07 1.29
H -0.43 4.54 0.00
H 1.08 2.80 -0.92
H 1.35 1.32 0.00
H 1.97 2.85 0.61
H 1.11 -2.92 4.05
H 3.57 -3.53 3.59
H 4.46 -3.10 1.31
H 2.39 0.48 -3.35
H 2.53 0.58 -5.12
H 3.27 -0.76 -4.22
H 0.72 -0.26 -6.38
H -1.37 -1.59 -6.58
H -2.16 -2.97 -4.68
H -1.94 -3.83 -2.51
H -0.99 -2.87 -1.35
H -0.24 -4.23 -2.19
C 1.06 1.23 5.55
C 0.01 2.03 5.23
C -0.21 2.38 3.80
C 0.45 1.41 2.88
C 1.49 0.62 3.20
C 1.88 0.61 4.56
N -1.13 0.46 1.05
N -2.45 0.81 0.59
C -2.44 0.87 -0.74
C -3.59 1.42 -1.38
C -3.56 1.67 -2.71
C -2.39 1.37 -3.45
C -1.30 0.77 -2.85
C -1.29 0.41 -1.50
H 1.29 1.04 6.59
H -0.60 2.47 6.01
H 0.17 3.40 3.62
H 1.94 -0.06 2.49
H 2.71 -0.01 4.88
H -4.45 1.68 -0.76
H -4.41 2.12 -3.21
H -2.36 1.60 -4.51
H -0.45 0.53 -3.47
S 2.65 -3.97 -3.86
C 1.97 -2.76 -3.01
N 1.05 -1.24 -1.91
*
```

Summary:
HOMO level (alpha / beta), eV: -2.895 / -4.604
Energy, Ha: -2361.6907
E_LUMO (alpha / beta), Eh: 0.09553 / 0.04626

***

We obtain max |F| values of 1.87; 1.87; 0.74 eV Å⁻¹ for the records listed above, in that order.